No. 1
# C59H47F15GeMgO4P2S3Si2Te

A molecular structure, C59H47F15GeMgO4P2S3Si2Te in a non-equilibrium geometry (ωB97M-V with the def2-TZVPD basis set, the OMol25 dataset).

```
135
Properties=species:S:1:pos:R:3:mulliken_charge:R:1
Te 0.716 -3.274 0.110 0.1475
Ge -2.740 1.821 3.220 0.9447
S 3.315 -1.414 -1.576 -0.6087
S -2.145 0.898 1.444 -0.3445
S -2.237 -0.721 -1.876 -0.5282
P 2.276 -0.130 -2.659 1.6084
P -0.651 -0.654 -3.058 1.7524
Si -1.548 -3.364 2.623 0.1518
Si 2.851 -5.773 0.636 0.0997
Mg 0.160 -0.094 -0.369 0.9522
F -2.578 5.024 3.935 -0.2619
F 0.345 2.405 3.160 0.4911
F 1.172 3.581 7.630 -0.3455
F -5.972 1.501 3.871 -0.2801
F -1.839 -0.065 5.508 -0.4667
F -3.138 -1.702 7.198 -0.3638
F -3.230 2.934 6.164 -0.4067
F -1.489 3.520 8.141 -0.3521
F 2.102 3.040 5.152 -0.2849
F -5.853 -1.808 7.173 -0.3478
F -7.253 -0.157 5.528 -0.3430
F -5.844 6.652 1.009 -0.3299
F -6.608 4.119 0.416 -0.3191
F -5.257 2.031 1.466 -0.3327
F -3.806 7.086 2.752 -0.3221
O 3.766 6.171 0.762 -0.5531
O 1.833 6.888 -0.271 -0.5605
O 1.278 0.645 0.824 -0.0656
O 3.194 1.170 1.831 -0.8315
C -5.230 0.682 4.624 0.6042
C -1.187 0.284 -4.562 0.1534
C 2.012 0.330 -5.429 -0.3826
C -1.040 3.230 6.910 0.2704
C -4.177 5.831 2.457 -0.0116
C 2.032 2.902 0.713 0.8649
C -3.849 0.734 4.567 -1.2389
C 3.046 7.304 0.325 -0.3771
C 3.918 -5.131 -0.784 -0.4923
C -4.903 3.263 1.829 0.0837
C 0.706 4.673 -0.284 -1.6261
C 5.116 2.804 -2.230 -0.8039
C 3.099 -7.658 0.761 -1.0920
C 3.057 3.901 -2.797 -0.7666
C 3.074 3.795 0.986 -1.1769
C 0.700 -4.446 -3.990 -1.1063
C -1.223 -5.088 3.371 -1.0104
C -1.122 -0.145 -5.883 -0.1554
C -1.579 0.673 -6.909 -0.6833
C 3.275 -1.623 -4.827 -0.6811
C 0.612 0.284 -2.364 -1.8356
C 1.034 -5.422 0.311 -0.8264
C 2.896 -1.109 -7.142 -0.5886
C -3.543 4.748 3.044 0.5472
C 2.185 0.023 -6.770 -0.7240
C -5.207 5.616 1.563 0.6666
C -5.913 -0.155 5.492 -0.0530
C 3.380 -5.010 2.281 -0.9657
C -1.350 -3.417 0.746 -0.6299
C 2.410 2.674 -2.827 -0.0900
C 0.872 3.340 0.091 -0.3024
C -3.180 -0.089 5.460 0.8513
C -2.136 2.377 -5.316 -0.7208
C -1.684 1.561 -4.294 -0.7792
C 2.900 5.100 0.613 1.0782
C 2.543 -0.501 -4.448 0.7970
C 3.117 1.504 -2.569 0.3705
C 0.651 -3.141 -3.511 0.0462
C -0.367 -4.969 -4.698 -0.6106
C 0.790 2.977 5.382 -0.2104
C -1.553 -2.896 -4.436 -0.6098
C 2.207 1.460 1.172 -0.6316
C -5.587 4.321 1.258 -0.1079
C -0.114 2.645 4.384 -0.2942
C 1.739 5.533 -0.008 1.2228
C -3.364 -2.943 2.970 -0.6777
C -3.885 3.436 2.759 -0.2449
C -1.912 2.903 5.890 1.1870
C -0.313 -2.166 3.398 -0.3894
C -1.500 -4.194 -4.914 -0.8912
C 3.450 -1.927 -6.169 -0.6766
C 4.411 3.966 -2.509 -0.5563
C -0.464 -2.351 -3.754 0.6035
C 4.471 1.577 -2.259 -0.7479
C -2.093 1.930 -6.632 -0.5445
C -5.208 -0.983 6.343 0.8929
C -3.826 -0.935 6.343 0.0400
C 0.319 3.257 6.653 0.5160
C -1.477 2.584 4.616 -0.8067
H 1.349 2.609 -3.037 0.3377
H -1.453 -5.096 4.438 0.3202
H -1.752 -4.325 0.298 0.6838
H -1.870 -2.572 0.291 0.1361
H 3.187 -3.936 2.271 0.2777
H -1.725 1.890 -3.262 0.5105
H 5.005 0.665 -2.023 0.3120
H 4.921 4.923 -2.493 0.3566
H 0.408 -5.760 1.136 0.2632
H 2.831 7.958 1.184 0.2559
H 4.976 -5.349 -0.626 0.3963
H 4.145 -7.899 0.961 0.2895
H -0.174 -5.372 3.263 0.1279
H 3.967 3.438 1.480 0.6218
H -2.536 3.359 -5.092 0.4175
H -0.651 -1.801 4.367 0.2443
H -1.541 0.318 -7.932 0.4170
H 3.641 7.864 -0.406 0.2681
H 3.804 -4.048 -0.884 -0.0350
H -0.198 5.020 -0.766 0.5235
H 2.813 -8.157 -0.166 0.2940
H -0.714 -1.119 -6.118 0.4297
H 0.655 -2.651 3.536 0.4256
H -3.662 -3.220 3.983 0.2713
H 1.754 0.665 -7.529 0.4276
H -2.441 -2.292 -4.574 0.4602
H 4.445 -5.160 2.469 0.3887
H -0.327 -5.987 -5.069 0.3759
H 1.457 1.214 -5.141 0.3028
H -3.522 -1.874 2.844 -0.0418
H -2.464 2.556 -7.436 0.3576
H 0.075 2.633 -0.091 0.5919
H 2.828 -5.444 3.117 0.3099
H -1.834 -5.857 2.893 0.3223
H -0.167 -1.294 2.758 -0.1610
H 1.490 -2.740 -2.961 0.6592
H -4.035 -3.449 2.273 0.4338
H 4.020 -2.804 -6.454 0.4060
H 3.705 -2.244 -4.052 0.4263
H 0.680 -5.910 -0.597 0.5467
H 2.501 4.809 -2.998 0.4180
H 3.024 -1.349 -8.192 0.3661
H 6.171 2.855 -1.991 0.3816
H 3.621 -5.585 -1.731 0.2012
H -2.347 -4.605 -5.451 0.3767
H 2.499 -8.083 1.567 0.2836
H 1.583 -5.044 -3.798 0.4457
```

Properties
E_tot: -9076.9768 Ha
charge: -2
gap between HOMO and LUMO: 6.31 eV
HOMO energy: -2.850 eV


No. 2
# C13H36LiN5O8

A molecular structure, C13H36LiN5O8 in a non-equilibrium geometry (ωB97M-V with the def2-TZVPD basis set, the OMol25 dataset).

```
63
Properties=species:S:1:pos:R:3:mulliken_charge:R:1
O -3.793 1.180 3.278 -0.4282
O 3.710 5.702 -1.945 -0.6514
O 0.023 -2.978 -6.962 -0.6602
O 3.396 -1.820 -3.484 -0.6516
O 0.730 -3.169 -1.478 -0.6245
O 2.536 1.446 2.687 -0.5758
O 2.394 1.113 -0.025 -0.8050
O 2.367 -0.976 -0.847 -1.1561
N 2.401 3.852 -1.546 -0.2907
N 4.401 4.030 -0.564 -0.3292
N 0.437 -1.246 -5.471 -0.3577
N -2.729 0.681 2.485 -0.0140
N 1.571 -3.211 -5.364 -0.2799
C -1.034 1.503 4.047 -1.8822
C 1.935 0.212 -0.753 1.1243
C -1.919 -0.839 4.345 -1.7914
C -0.453 -0.177 2.346 -1.0225
C -0.941 -1.302 1.432 -0.3520
C -1.577 0.247 3.303 1.3479
C 0.807 0.583 -1.728 -1.1570
C -2.075 -0.811 0.557 -1.2824
C -3.949 0.695 0.389 -2.2530
C -4.159 -1.315 1.856 -1.7605
C -3.235 -0.204 1.395 2.2637
C 0.566 -2.512 -5.965 0.5048
C 3.493 4.638 -1.385 0.5273
Li 4.080 -0.667 0.324 0.8771
H -0.552 1.245 4.992 0.3508
H 0.655 -1.076 -4.508 0.2332
H -0.112 -1.618 0.792 -0.0252
H -0.217 -0.741 -6.048 0.2159
H -2.702 -0.600 5.073 0.4881
H 1.791 4.155 -2.288 0.1689
H 3.087 -1.560 -2.603 0.3756
H 1.155 0.721 -2.750 0.4222
H 4.300 -2.121 -3.352 0.2607
H 0.369 -0.420 3.021 0.5853
H -4.764 -1.026 2.715 0.2648
H 2.353 1.324 1.742 0.4009
H -3.660 -2.283 1.956 0.3767
H -4.797 1.195 0.870 0.4687
H -3.372 1.551 0.039 0.4484
H -1.784 -0.224 -0.310 0.2360
H -2.437 -1.759 0.147 0.3175
H -1.253 -2.162 2.025 0.4152
H -0.176 0.711 1.774 0.3007
H -1.056 -1.171 4.920 0.4203
H 0.020 -0.170 -1.673 0.2926
H 0.316 1.494 -1.384 0.3978
H -1.936 2.034 4.353 0.4469
H 1.688 -4.130 -5.753 0.1919
H -2.364 -1.728 3.888 0.4199
H -4.883 -1.617 1.092 0.4559
H 1.339 -3.747 -1.948 0.2898
H 5.348 4.363 -0.548 0.1900
H 3.454 1.180 2.789 0.2365
H -3.925 0.404 3.846 0.3872
H 1.292 -2.479 -1.086 0.2963
H 4.157 3.190 -0.076 0.1903
H 2.156 -2.827 -4.638 0.2382
H 2.224 3.032 -1.001 0.1764
H -4.366 0.130 -0.445 0.4211
H -0.333 2.080 3.450 0.3248
```

Properties
E_tot: -1400.2378 Ha
gap between HOMO and LUMO: 6.36 eV
HOMO energy: -8.529 eV


Question: What is the gap between HOMO and LUMO in the first record?
Answer: 6.31 eV


Question: Which of these has the highest gap between HOMO and LUMO?
Answer: C13H36LiN5O8


Question: The lowest HOMO energy belongs to which entry?
Answer: C13H36LiN5O8